# 1
ORCA calculation (ωB97M-V with the def2-TZVPD basis set) on a 2-piece molecular cluster, C31H32N4O5 overall.

energy above the lowest of the compared OMol25 structures with the same formula, charge and spin = 371.3 kJ/mol
SMILES = COc1ccc(C=C2C(=O)N(C)C(=O)N(C)C2=O)cc1.COC(=C1N(C)c2ccccc2N1C)c1ccccc1

Geometry as ORCA input:
```
! RIJCOSX wB97M-V def2-TZVPD def2/J DEFGRID3
* xyz 0 1
C -2.2655 -5.7541 -1.2333
O -2.1867 -5.4109 0.1716
C -2.1079 -4.0902 0.4785
C -2.1202 -3.7388 1.8511
C -2.1024 -2.4120 2.2151
C -2.1296 -1.3801 1.2445
C -2.2249 0.0089 1.6364
C -3.1244 0.9062 1.1404
C -3.0573 2.2929 1.6053
O -2.2393 2.7134 2.4303
N -3.9827 3.1973 1.0710
C -3.8767 4.5747 1.5026
C -4.9442 2.8865 0.0996
O -5.6823 3.7234 -0.4114
N -5.0302 1.5401 -0.2603
C -6.0728 1.2119 -1.2076
C -4.2422 0.5073 0.2687
O -4.5331 -0.6536 -0.0330
C -2.0761 -1.7534 -0.1164
C -2.0560 -3.0749 -0.5064
H -2.3117 -6.8418 -1.2318
H -3.1687 -5.3290 -1.6969
H -1.3768 -5.4092 -1.7832
H -2.1623 -4.5367 2.5892
H -2.1166 -2.1158 3.2650
H -1.5743 0.3557 2.4372
H -4.6642 5.1228 0.9931
H -3.9952 4.6273 2.5887
H -2.8920 4.9785 1.2444
H -5.9784 0.1542 -1.4363
H -7.0536 1.4167 -0.7691
H -5.9564 1.8242 -2.1038
H -2.0543 -0.9855 -0.8905
H -2.0512 -3.3231 -1.5705
C 0.4807 0.4670 -2.7842
O 1.9031 0.6548 -2.5696
C 2.3419 0.9408 -1.3278
C 3.2390 0.0355 -0.7462
N 3.8225 0.1195 0.4854
C 3.7637 1.2277 1.4007
C 4.5888 -1.0148 0.7235
C 5.3456 -1.3757 1.8337
C 6.0646 -2.5781 1.7445
C 6.0251 -3.3604 0.5739
C 5.2587 -2.9706 -0.5382
C 4.5308 -1.7888 -0.4180
N 3.6989 -1.1287 -1.3140
C 3.4461 -1.5679 -2.6616
C 1.7941 2.1345 -0.6909
C 1.0716 2.0101 0.5070
C 0.6113 3.1521 1.1510
C 0.8249 4.4091 0.5813
C 1.4522 4.5226 -0.6642
C 1.9051 3.3874 -1.3215
H 0.3983 0.2610 -3.8519
H 0.1326 -0.3927 -2.1906
H -0.0762 1.3732 -2.5095
H 4.6361 1.1405 2.0528
H 3.7947 2.1819 0.8601
H 2.8591 1.1841 2.0199
H 5.3500 -0.7310 2.7119
H 6.6666 -2.9132 2.5907
H 6.6035 -4.2850 0.5402
H 5.2165 -3.5418 -1.4646
H 4.0474 -2.4670 -2.8160
H 2.3844 -1.8103 -2.8082
H 3.7446 -0.7968 -3.3852
H 0.9158 1.0110 0.9174
H 0.0936 3.0496 2.1052
H 0.4928 5.2994 1.1118
H 1.6003 5.4983 -1.1295
H 2.3814 3.4300 -2.3013
*
```

# 2
ORCA calculation (ωB97M-V with the def2-TZVPD basis set) on C31H32N6O4SSeSiW as an isolated structure.

calculated total energy = -135673.07667 eV

Geometry as ORCA input:
```
! RIJCOSX wB97M-V def2-TZVPD def2/J DEFGRID3
* xyz 2 1
W -0.1304 -0.3852 -0.0129
O 3.8463 0.2771 1.3754
C 2.5596 0.1141 1.2079
O 1.9827 0.2575 0.1244
C 1.7440 -0.1951 2.3715
C 2.1695 -0.2461 3.6881
C 1.2246 -0.4068 4.6856
C -0.1168 -0.4579 4.3210
C -0.4563 -0.4058 2.9859
N 0.4571 -0.3166 2.0066
C -1.8253 -0.3815 2.4273
O -2.8531 -0.5126 3.0386
O -1.7770 -0.1925 1.1093
H 4.2798 0.4648 0.5253
H 3.2235 -0.1428 3.9084
H 1.5187 -0.4646 5.7239
H -0.9089 -0.5356 5.0548
N 0.8396 1.4998 -3.7359
C 0.4766 0.6817 -4.8535
C 0.1699 1.2588 -6.0686
C -0.2273 0.4413 -7.1202
C -0.3457 -0.9277 -6.9360
C -0.0629 -1.4933 -5.6971
C 0.3737 -0.6826 -4.6632
S 0.9085 -1.3679 -3.1329
N 0.4526 -0.0803 -2.0627
C 0.5885 1.1413 -2.4740
C 0.3971 2.2150 -1.4488
C 0.7358 3.5357 -1.6376
C 0.4844 4.4414 -0.6132
C -0.1066 3.9880 0.5502
C -0.3893 2.6384 0.6727
N -0.1282 1.7662 -0.3060
H 0.8715 2.4879 -3.9303
H 0.2429 2.3322 -6.2038
H -0.4505 0.8828 -8.0815
H -0.6596 -1.5604 -7.7547
H -0.1551 -2.5613 -5.5433
H 1.2005 3.8670 -2.5559
H 0.7439 5.4853 -0.7288
H -0.3384 4.6605 1.3642
H -0.8502 2.2352 1.5631
C 1.3047 -5.0592 0.7827
Si 0.0264 -3.8487 0.1975
C -0.7562 -4.4638 -1.3734
C -1.2908 -3.6311 1.5083
C 0.9762 -2.2134 -0.0572
H 0.8400 -6.0191 1.0232
H 1.8192 -4.7012 1.6776
H 2.0572 -5.2392 0.0105
H -0.8566 -5.5512 -1.3161
H -0.1510 -4.2339 -2.2533
H -1.7500 -4.0381 -1.5282
H -1.9795 -4.4802 1.5147
H -1.8988 -2.7367 1.3227
H -0.8598 -3.5573 2.5111
H 1.5787 -2.3615 -0.9595
H 1.7079 -2.2176 0.7684
C -4.4541 -2.9972 -2.6980
N -4.5519 -2.4388 -1.3516
C -3.6941 -1.6032 -0.7404
Se -2.1019 -1.0765 -1.5942
N -4.1821 -1.3135 0.4656
C -5.3993 -1.9665 0.6568
C -6.2748 -1.9959 1.7335
C -7.4052 -2.7738 1.5782
C -7.6493 -3.4963 0.3986
C -6.7705 -3.4656 -0.6672
C -5.6385 -2.6781 -0.5032
H -3.5362 -2.6636 -3.1669
H -5.3058 -2.6630 -3.2873
H -4.4543 -4.0843 -2.6386
H -3.7697 -0.6712 1.1296
H -6.0819 -1.4374 2.6393
H -8.1232 -2.8290 2.3848
H -8.5484 -4.0922 0.3229
H -6.9610 -4.0230 -1.5744
*
```

# 3
ORCA calculation (ωB97M-V with the def2-TZVPD basis set) on C31H32N8O4S3SeSr as an isolated structure.

energy above the lowest of the compared OMol25 structures with the same formula, charge and spin = 177.2 kJ/mol

Geometry as ORCA input:
```
! RIJCOSX wB97M-V def2-TZVPD def2/J DEFGRID3
* xyz -2 1
Sr 0.3450 0.9087 0.7829
N -0.5757 -2.0100 -0.2747
C -0.7437 -2.9800 0.8305
C -2.0061 -2.5360 1.5976
O -3.0557 -2.6434 0.8948
N -1.9859 -2.0506 2.8185
C -0.7061 -1.9143 3.5112
C 0.1068 -0.7721 2.9001
O -0.3084 0.4143 3.0904
O 1.0385 -1.0321 2.0991
H -1.4911 -1.9633 -0.7183
H 0.0742 -2.3731 -0.9630
H 0.1678 -2.9903 1.4193
H -0.9548 -3.9882 0.4532
H -0.0916 -2.8248 3.5068
H -0.9220 -1.6626 4.5527
C 3.4835 4.7961 2.3958
C 2.7310 3.8266 1.5041
S 2.7995 2.1350 1.9928
C 2.1514 4.2962 0.3796
C 2.3236 5.7590 0.0075
S 1.2236 3.3275 -0.7748
H 3.7813 4.2999 3.3183
H 2.8819 5.6768 2.6565
H 4.3962 5.1717 1.9115
H 3.3788 6.0176 -0.1575
H 1.9627 6.4435 0.7891
H 1.7788 5.9811 -0.9083
Se -6.1503 -0.3511 -4.3697
N -4.4325 0.0805 -4.6604
C -3.8722 0.1908 -3.4934
C -2.4652 0.5212 -3.3102
C -1.6046 0.7323 -4.3868
C -0.2855 1.0288 -4.1356
C 0.1462 1.0827 -2.8113
N -0.6582 0.8687 -1.7808
C -1.9546 0.6177 -2.0118
C -2.8378 0.4375 -0.8403
N -2.2961 0.6477 0.3641
C -3.0390 0.4659 1.4437
C -4.3639 0.0374 1.3836
C -4.9404 -0.1416 0.1552
C -4.1757 0.0779 -0.9930
C -4.7225 -0.0483 -2.3343
N -5.9628 -0.3481 -2.5881
H -1.9939 0.6674 -5.3947
H 0.4152 1.2220 -4.9361
H 1.1711 1.3360 -2.5597
H -2.5512 0.6456 2.3943
H -4.8960 -0.1718 2.2998
H -5.9652 -0.4725 0.0535
C -1.0790 7.6083 1.6085
C -1.4530 6.6968 0.4459
C -1.1552 5.2335 0.7313
N -1.9241 4.7262 1.8584
C -3.1153 4.1491 1.7725
S -3.9695 3.9843 0.3405
N -3.6982 3.6934 2.9534
C -3.3807 3.9422 4.2936
O -4.2857 4.0523 5.0931
C -1.9479 4.0014 4.6856
C -1.0684 3.0279 4.2254
C 0.2765 3.0657 4.5732
C 0.7250 4.0938 5.3900
C -0.1589 5.0495 5.8842
C -1.5021 5.0012 5.5459
H -1.2878 8.6574 1.3850
H -0.0144 7.5200 1.8429
H -1.6390 7.3475 2.5110
H -0.8825 6.9730 -0.4427
H -2.5121 6.8033 0.1960
H -0.1049 5.0841 0.9838
H -1.3420 4.6042 -0.1307
H -1.4587 4.7336 2.7527
H -4.6665 3.4469 2.8101
H -1.4118 2.2155 3.5987
H 0.9464 2.3119 4.1639
H 1.7777 4.1509 5.6409
H 0.2045 5.8415 6.5284
H -2.2029 5.7355 5.9232
*
```

# 4
ORCA calculation (ωB97M-V with the def2-TZVPD basis set) on C31H33BMgN9S3 as an isolated structure.

energy above the lowest of the compared OMol25 structures with the same formula, charge and spin = 197.2 kJ/mol

Geometry as ORCA input:
```
! RIJCOSX wB97M-V def2-TZVPD def2/J DEFGRID3
* xyz -1 1
Mg 0.6421 -1.1098 0.2660
C 3.8636 -2.2305 2.7079
C 3.5100 -0.9574 2.0235
C 4.0144 0.3268 2.2703
C 3.5073 1.1167 1.2556
C 3.6954 2.5742 1.0306
N 2.7475 0.3301 0.4645
N 2.7410 -0.9246 0.9492
B 2.4324 0.5088 -1.0355
N 2.5495 -0.8923 -1.6652
N 1.7187 -1.8690 -1.3024
C 2.0806 -2.9845 -1.9038
C 1.3158 -4.2382 -1.6642
C 3.2047 -2.7278 -2.6987
C 3.4741 -1.3811 -2.5126
C 4.5710 -0.5537 -3.0874
N 1.0185 1.0469 -1.2872
N 0.0212 0.1478 -1.3822
C -0.9544 0.6717 -2.1056
C -2.1206 -0.1290 -2.5491
C -0.6053 1.9863 -2.4525
C 0.6528 2.1855 -1.9194
C 1.4541 3.4391 -1.9351
H 4.0017 -2.0783 3.7750
H 4.7982 -2.6130 2.2928
H 3.0872 -2.9761 2.5446
H 4.6536 0.6316 3.0744
H 4.3657 2.9752 1.7862
H 2.7436 3.0988 1.1087
H 4.1086 2.7681 0.0411
H 3.2246 1.2416 -1.5347
H 0.4904 -4.0145 -0.9844
H 1.9567 -4.9944 -1.2124
H 0.9132 -4.6390 -2.5938
H 3.7474 -3.4209 -3.3125
H 5.2011 -1.1543 -3.7386
H 5.1833 -0.1362 -2.2887
H 4.1543 0.2733 -3.6601
H -1.9101 -1.1832 -2.3759
H -2.3103 0.0461 -3.6087
H -3.0182 0.1292 -1.9882
H -1.1779 2.6947 -3.0186
H 1.0321 4.1303 -2.6611
H 2.4928 3.2447 -2.1910
H 1.4306 3.9121 -0.9518
S -7.1110 2.6589 1.6225
C -6.0957 1.5383 0.9596
S -5.3038 0.2586 1.8445
C -4.3731 -0.1732 0.3186
N -4.7141 0.6048 -0.6530
N -5.6770 1.5077 -0.3262
C -6.1628 2.3173 -1.3607
C -5.2624 2.7839 -2.3137
C -5.7137 3.5622 -3.3607
C -7.0593 3.8724 -3.4738
C -7.9572 3.3914 -2.5341
C -7.5180 2.6142 -1.4784
S -3.3033 -1.4266 0.2986
H -4.2186 2.5297 -2.2165
H -5.0046 3.9317 -4.0877
H -7.4056 4.4825 -4.2961
H -9.0111 3.6164 -2.6265
H -8.2176 2.2382 -0.7488
C -0.3101 -1.1986 2.1758
C 0.4651 -1.7276 3.2691
C 1.2021 -0.8922 4.1319
C 1.8801 -1.3852 5.2176
C 1.8700 -2.7606 5.4925
C 1.1752 -3.6169 4.6240
C 0.4834 -3.1082 3.5538
C 2.5440 -3.2539 6.6174
N 3.0954 -3.6415 7.5522
H -0.6287 -0.1726 2.3677
H -1.1826 -1.8120 1.9677
H 1.2363 0.1696 3.9249
H 2.4509 -0.7266 5.8591
H 1.1813 -4.6809 4.8209
H -0.0569 -3.7728 2.8887
*
```

# 5
ORCA calculation (ωB97M-V with the def2-TZVPD basis set) on C31H33BrCl2N7O5V as an isolated structure.

energy above the lowest of the compared OMol25 structures with the same formula, charge and spin = 0.0 kJ/mol

Geometry as ORCA input:
```
! RIJCOSX wB97M-V def2-TZVPD def2/J DEFGRID3
* xyz 1 2
V 0.1083 0.1341 -0.1175
O 1.1377 -1.1497 0.7285
C 2.4513 -1.0075 1.1567
C 2.7064 0.4061 1.6009
C 3.9172 0.7847 2.1705
C 4.0935 2.0915 2.5721
C 3.0417 2.9845 2.4024
C 1.8819 2.5254 1.8191
N 1.6992 1.2620 1.4071
H -0.0140 -1.8011 1.9243
H 3.1436 -1.2636 0.3420
H 2.6563 -1.6971 1.9856
H 4.7024 0.0504 2.2901
H 5.0267 2.4134 3.0138
H 3.1193 4.0155 2.7135
H 1.0466 3.1922 1.6714
Cl -0.4419 6.7705 -3.5170
C -0.6330 5.2991 -2.6330
C -0.7534 4.0913 -3.3145
C -0.8666 2.9062 -2.6124
Cl -1.0795 1.4393 -3.5119
C -0.8183 2.8608 -1.2060
O -0.7810 1.7066 -0.5928
C -0.8168 4.1085 -0.5426
C -1.0470 4.2793 0.9040
O -1.4131 3.4256 1.6898
C -0.6988 5.3073 -1.2570
H -0.7537 4.0745 -4.3953
H -0.9654 5.3304 1.2362
H -0.6755 6.2463 -0.7188
N -1.1007 0.2984 1.8363
C -2.2290 -0.5148 2.3042
C -3.0460 0.1225 3.4332
C -3.8688 1.3445 3.0294
C -5.1206 1.0871 2.1919
N -4.9190 0.6424 0.8050
C -4.3610 1.3740 -0.1583
N -4.1145 2.6672 0.0496
N -4.0834 0.8394 -1.3416
C -1.8357 -1.9466 2.6946
O -2.6686 -2.6543 3.1980
O -0.5975 -2.3724 2.4914
H -0.3969 0.3635 2.5693
H -1.3998 1.2624 1.6709
H -2.8956 -0.6408 1.4506
H -2.3584 0.4085 4.2336
H -3.7032 -0.6422 3.8492
H -3.2376 2.0993 2.5584
H -4.2450 1.8131 3.9418
H -5.7382 1.9888 2.1654
H -5.7342 0.3147 2.6546
H -5.1298 -0.3175 0.5830
H -4.2141 3.0574 0.9700
H -3.5381 3.1757 -0.6031
H -4.1356 -0.1549 -1.4865
H -3.5835 1.3613 -2.0448
Br 4.7189 4.6306 -3.9594
C 3.6643 3.2145 -3.2976
C 3.0202 3.3466 -2.0792
C 2.2460 2.3019 -1.6033
C 2.0914 1.1216 -2.3259
C 2.7490 1.0099 -3.5524
C 3.5339 2.0461 -4.0318
N 1.2319 0.1247 -1.7946
C 1.0396 -1.0088 -2.4771
C -0.0395 -1.8012 -2.1169
C -0.3603 -3.0260 -2.7749
C -1.4552 -3.7331 -2.4215
C -2.2650 -3.2307 -1.3629
C -1.9167 -2.0740 -0.7517
N -0.8258 -1.3093 -1.0911
H 3.1222 4.2551 -1.5021
H 1.7507 2.4097 -0.6519
H 2.6547 0.1275 -4.1663
H 4.0354 1.9448 -4.9838
H 1.6515 -1.2958 -3.3216
H 0.2946 -3.3655 -3.5664
H -1.7052 -4.6620 -2.9124
H -3.1262 -3.7810 -1.0115
H -2.4907 -1.7186 0.0854
*
```

# 6
ORCA calculation (ωB97M-V with the def2-TZVPD basis set) on C31H33F2IrN5O2S2 as an isolated structure.

energy above the lowest of the compared OMol25 structures with the same formula, charge and spin = 282.7 kJ/mol

Geometry as ORCA input:
```
! RIJCOSX wB97M-V def2-TZVPD def2/J DEFGRID3
* xyz 0 2
Ir 0.2723 -0.2640 -0.5043
C 3.4783 4.0337 -3.3251
C 2.8196 3.8804 -1.9628
N 3.2482 2.6567 -1.3135
C 2.4582 1.7172 -0.7468
S 0.7536 2.0436 -0.4844
N 3.0329 0.6168 -0.3431
N 2.0927 -0.1977 0.2897
C 2.4550 -0.7777 1.3767
C 3.8792 -0.6790 1.8403
C 1.2833 -2.7362 2.3607
C 0.3533 -3.4026 3.1702
C -0.8766 -2.8888 3.5931
C -1.6105 -1.7692 3.2135
C -1.3797 -0.8322 2.1654
N -0.3806 -0.7502 1.3709
H 3.1330 4.9435 -3.8167
H 3.2381 3.1847 -3.9649
H 4.5646 4.0941 -3.2273
H 1.7353 3.8449 -2.0584
H 3.0632 4.7400 -1.3310
H 4.2091 2.3745 -1.4328
H 4.2012 0.3601 1.8997
H 4.5225 -1.1712 1.1096
H 3.9935 -1.1648 2.8065
H 0.5886 -4.4142 3.4786
H -1.3813 -3.5091 4.3299
H -2.5561 -1.6316 3.7247
H -2.2040 -0.1197 2.0028
F 1.8923 1.4801 -5.4612
C 1.7453 0.4719 -4.5700
C 1.0815 0.7167 -3.3879
C 0.8677 -0.3229 -2.4800
C 1.3112 -1.6169 -2.8506
C 2.0731 -1.7765 -4.0004
F 2.6283 -2.9782 -4.2841
C 2.3030 -0.7520 -4.8924
C 0.7958 -2.7257 -2.0366
C 0.7351 -4.0531 -2.4602
C 0.0267 -4.9773 -1.7183
C -0.6295 -4.5657 -0.5687
C -0.5067 -3.2481 -0.1768
N 0.2046 -2.3553 -0.8768
H 0.7263 1.7193 -3.1858
H 2.8778 -0.9035 -5.7939
H 1.2238 -4.3402 -3.3772
H -0.0304 -6.0078 -2.0463
H -1.2108 -5.2508 0.0327
H -0.9690 -2.8853 0.7297
C -4.2516 -0.1423 -1.8061
S -2.7531 -1.0468 -1.4615
O -1.8219 0.0666 -1.0003
C -2.3038 -1.4760 -3.1282
C -1.9508 -0.4897 -4.0399
C -1.5614 -0.8621 -5.3135
C -1.5287 -2.2079 -5.6647
C -1.8858 -3.1842 -4.7475
C -2.2719 -2.8192 -3.4646
H -4.0420 0.6333 -2.5395
H -4.5830 0.2991 -0.8681
H -4.9946 -0.8455 -2.1797
H -1.9415 0.5506 -3.7396
H -1.2707 -0.1054 -6.0301
H -1.2122 -2.4946 -6.6591
H -1.8518 -4.2302 -5.0224
H -2.5299 -3.5693 -2.7265
C 2.0838 -4.8329 1.4791
O 2.1736 -3.4258 1.5564
C 1.4570 -1.3622 2.3108
C 1.2643 -0.4858 3.5258
H 2.6243 -5.3031 2.3059
H 2.5499 -5.1230 0.5383
H 1.0492 -5.1752 1.4935
H 0.7937 -1.0407 4.3325
H 0.6611 0.3930 3.3000
H 2.2387 -0.1334 3.8810
*
```

Number 1: maximum force 3.02 eV/Å. Number 2: maximum force 0.72 eV/Å. Number 3: maximum force 0.91 eV/Å. Number 4: maximum force 1.60 eV/Å. Number 5: maximum force 1.85 eV/Å. Number 6: maximum force 1.36 eV/Å.